Here is a structure of composition C16H22N5O5SW from the OMol25 dataset. Energies are from ωB97M-V/def2-TZVPD.

Values from the calculation:
Charge: +1
HOMO-LUMO gap (alpha / beta): 6.64 / 6.85 eV
E_HOMO (alpha / beta): -10.6 / -11.6 eV
Maximum force: 0.0258 hartree/bohr
Energy relative to the best compared isomer or geometry (same formula, charge and spin): 2.3 kcal per mole
Total energy: -1738.0387 Ha
Spin multiplicity: 3

Geometry (Å):
W 0.0237 -0.0852 0.5392
O -0.4303 -2.4648 1.0362
C -0.0067 -2.6809 2.3932
C -0.6307 -1.6302 3.2906
N -0.2581 -0.2720 2.8138
C -1.4145 0.6436 2.9814
C -2.4880 0.1670 1.9766
O -3.6574 0.1594 2.2308
O -1.9446 -0.2870 0.8596
C 0.9446 0.2299 3.5052
C 1.6611 1.2656 2.6166
O 2.2515 2.1929 3.0868
O 1.5705 0.9559 1.3384
H -1.3622 -2.6960 0.9484
H 1.0808 -2.5999 2.3785
H -0.2756 -3.6833 2.7264
H -0.3219 -1.7733 4.3275
H -1.7151 -1.7386 3.2498
H -1.1117 1.6656 2.7433
H -1.8178 0.6267 3.9948
H 1.6498 -0.5923 3.6471
H 0.7109 0.6565 4.4805
C -3.5031 2.1639 -4.2850
C -3.7035 1.6511 -2.8643
N -2.6669 2.1152 -1.9465
C -1.6622 1.3652 -1.5081
S -0.5735 2.0902 -0.2997
N -1.4628 0.1636 -1.9880
N -0.4385 -0.4900 -1.3884
C 0.1382 -1.5065 -2.0005
C -0.3344 -2.0295 -3.3102
C 1.3019 -1.9728 -1.3004
C 2.0759 -3.0604 -1.7015
C 3.2280 -3.3675 -1.0148
C 3.6008 -2.5647 0.0665
C 2.7839 -1.5285 0.4421
N 1.6353 -1.2329 -0.1979
H -4.3146 1.8067 -4.9186
H -2.5560 1.8091 -4.6914
H -3.5087 3.2539 -4.3117
H -3.6858 0.5647 -2.8412
H -4.6638 1.9927 -2.4771
H -2.7114 3.0623 -1.6109
H -1.1140 -1.3750 -3.6864
H -0.7404 -3.0375 -3.1993
H 0.4828 -2.0744 -4.0310
H 1.7569 -3.6452 -2.5532
H 3.8426 -4.2065 -1.3104
H 4.5215 -2.7480 0.6011
H 3.0490 -0.8790 1.2646

Atoms 1-3, force components in eV/Å:
-0.33 -0.10 1.28
0.56 0.30 0.05
-0.04 0.04 0.21

Atomic partial charges in e from the Mulliken method, atoms 1 to 5:
1 W 1.698
2 O -0.345
3 C -0.634
4 C -0.734
5 N -0.395


Here is a cluster of 3 separate species, C25H55BrO11P2 in total from the OMol25 dataset. Energies are from ωB97M-V/def2-TZVPD.

Values from the calculation:
Structure (SMILES): CCCCCCCCCCCCOC(=O)OBr.CCOP(=O)(OCC)OCC.CCOP(=O)(OCC)OCC
HOMO-LUMO gap: 9.63 eV
E_HOMO: -10.4 eV
Maximum force: 0.0975 hartree/bohr
Total energy: -5070.0346 Ha
Spin multiplicity: 1

Geometry (Å):
C -0.0277 5.1537 6.7390
C 0.6571 5.5014 5.4092
C -0.2965 5.3795 4.2166
C -0.4268 3.9281 3.7066
C 0.7531 3.5710 2.7761
C 1.2770 2.1449 2.9628
C 1.9029 1.8974 4.3566
C 1.1904 0.7558 5.1148
C 1.1721 0.9267 6.6609
C -0.2637 1.1245 7.1387
C -0.4448 0.8998 8.6372
C -1.8870 1.1125 9.1488
O -2.7171 1.8825 8.2574
C -3.4924 1.2581 7.3739
O -4.2033 1.8590 6.6242
O -3.4089 -0.1197 7.3954
Br -3.2990 -0.8072 5.7101
H -0.6229 5.9999 7.0792
H 0.7172 4.9014 7.4946
H -0.6955 4.2971 6.6301
H 1.5418 4.8812 5.2625
H 0.9681 6.5465 5.4737
H 0.1441 5.9561 3.3981
H -1.2724 5.8039 4.4568
H -0.4403 3.2452 4.5593
H -1.3536 3.8802 3.1361
H 0.4170 3.6573 1.7391
H 1.5489 4.3134 2.8838
H 2.0444 1.9681 2.2083
H 0.4417 1.4629 2.7912
H 1.8540 2.7850 4.9862
H 2.9310 1.5756 4.1894
H 0.1546 0.7380 4.7650
H 1.6036 -0.2170 4.8414
H 1.5637 -0.0031 7.0757
H 1.7996 1.7833 6.9079
H -0.6610 2.0994 6.8557
H -0.8702 0.3734 6.6254
H 0.2060 1.5857 9.1845
H -0.1363 -0.1112 8.9084
H -2.3474 0.1798 9.4593
H -1.8190 1.7252 10.0459
C 0.5862 -3.1640 -3.5079
C -0.5010 -2.7058 -2.5529
O -0.2179 -3.0821 -1.1950
P 0.9752 -2.3539 -0.4125
O 0.7665 -0.9028 -0.3706
O 0.6429 -2.8827 1.0863
C 0.6316 -1.9866 2.1969
C -0.7887 -1.6401 2.5905
O 2.2264 -3.2737 -0.6817
C 2.4285 -4.5807 -0.1180
C 1.5244 -5.6484 -0.6885
H 1.5328 -2.6662 -3.2846
H 0.3159 -2.9343 -4.5400
H 0.7554 -4.2370 -3.4220
H -0.6427 -1.6246 -2.6125
H -1.4443 -3.1804 -2.8186
H 1.2006 -1.0841 1.9734
H 1.1377 -2.4952 3.0208
H -1.3755 -1.3409 1.7221
H -0.8019 -0.8310 3.3218
H -1.2820 -2.5110 3.0283
H 2.3670 -4.5463 0.9671
H 3.4638 -4.8234 -0.3593
H 0.5013 -5.5428 -0.3303
H 1.8904 -6.6269 -0.3746
H 1.5093 -5.6123 -1.7767
C 1.5179 -2.8948 -10.4665
C 1.7827 -2.0536 -9.2324
O 0.7797 -1.0540 -9.0139
P -0.6957 -1.5036 -8.5568
O -0.6018 -2.2222 -7.2794
O -1.2826 -0.0643 -8.0966
C -2.0576 -0.0055 -6.8851
C -1.2065 0.3923 -5.7046
O -1.4654 -1.6479 -9.9224
C -1.8723 -0.5466 -10.7567
C -0.7341 0.1436 -11.4706
H 0.6011 -3.4785 -10.3596
H 2.3440 -3.5855 -10.6367
H 1.4007 -2.2654 -11.3483
H 1.8646 -2.6865 -8.3455
H 2.7230 -1.5153 -9.3424
H -2.5265 -0.9653 -6.6704
H -2.8578 0.7110 -7.0763
H -0.3025 -0.2142 -5.6699
H -1.7570 0.2639 -4.7715
H -0.8878 1.4332 -5.7812
H -2.4755 0.1609 -10.1928
H -2.5366 -0.9967 -11.4946
H -0.1399 0.7503 -10.7889
H -1.1457 0.8037 -12.2351
H -0.0728 -0.5774 -11.9489

Atoms 1-3, force components in eV/Å:
0.25 -0.17 -0.30
-0.72 0.34 0.28
0.60 -0.44 -0.17

Atomic partial charges in e from the Mulliken method, atoms 1 to 5:
1 C -1.074
2 C -0.266
3 C -1.059
4 C 0.438
5 C -1.189


Here is a cluster of 2 separate species, C2H2FO3P in total from the OMol25 dataset. Energies are from ωB97M-V/def2-TZVPD.

Values from the calculation:
HOMO-LUMO gap: 9.61 eV
E_HOMO: -9.8 eV
Maximum force: 0.0592 hartree/bohr
Energy relative to the best compared isomer or geometry (same formula, charge and spin): 0.0 kcal per mole
Total energy: -744.2854 Ha
Spin multiplicity: 1

Geometry (Å):
C -1.5351 -1.2286 0.7432
C 1.0394 1.7285 0.6658
O -2.4098 -0.7724 0.1319
O 1.6862 0.9353 -0.0565
O -0.8225 -1.7226 1.4770
F -0.2668 1.3513 0.8306
P 1.0945 -0.5285 -0.9102
H 1.4574 0.2362 -2.0361
H -0.2433 0.0008 -0.8457

Atoms 1-3, force components in eV/Å:
-2.93 0.74 -0.35
-0.30 1.29 0.97
0.38 0.17 -0.63

Atomic partial charges in e from the Mulliken method, atoms 1 to 5:
1 C 0.717
2 C -0.083
3 O -0.381
4 O -0.074
5 O -0.332


Here is a structure of composition C27H29N9O4OsS from the OMol25 dataset. Energies are from ωB97M-V/def2-TZVPD.

Values from the calculation:
Charge: +2
HOMO-LUMO gap (alpha / beta): 5.74 / 4.78 eV
E_HOMO (alpha / beta): -11.5 / -13.0 eV
Maximum force: 0.0127 hartree/bohr
Energy relative to the best compared isomer or geometry (same formula, charge and spin): 6.5 kcal per mole
Total energy: -2328.4520 Ha
Spin multiplicity: 5

Geometry (Å):
Os 0.5962 -0.6196 0.3102
O 6.6271 1.4990 2.7125
C 5.6957 1.3116 3.4807
O 5.4126 1.3730 4.6668
C 4.3994 0.8350 2.6443
C 3.1384 1.0850 3.1623
C 2.0437 0.6905 2.4218
N 2.2197 0.0210 1.2531
C 3.4514 -0.1834 0.7240
C 4.5746 0.2265 1.4105
C 3.4313 -0.8065 -0.6096
C 4.5644 -1.2440 -1.2757
C 4.4288 -1.8107 -2.5312
C 3.1637 -1.9371 -3.0887
C 2.0743 -1.4971 -2.3654
N 2.2018 -0.9317 -1.1589
C 0.6373 0.9720 2.7366
C 0.2130 1.6079 3.8917
C -1.1380 1.8452 4.0742
C -2.0375 1.4327 3.0995
C -1.5609 0.7987 1.9716
N -0.2497 0.5830 1.7846
H 3.0502 1.5792 4.1188
H 5.5734 0.1165 1.0142
H 5.5377 -1.1552 -0.8148
H 5.3014 -2.1618 -3.0649
H 3.0190 -2.3843 -4.0615
H 1.0609 -1.6119 -2.7298
H 0.9313 1.9107 4.6402
H -1.4862 2.3394 4.9710
H -3.1004 1.5881 3.2141
H -2.2188 0.4232 1.1997
N 0.4310 1.5321 -1.3316
C -0.8601 1.4561 -2.0253
C -0.6309 1.2806 -3.5370
C -1.8286 1.1075 -4.4721
C -2.7925 2.2899 -4.5662
N -3.7776 2.2231 -3.4881
C -4.9700 2.7857 -3.5193
N -5.8756 2.4521 -2.5927
N -5.2847 3.6876 -4.4517
C -1.7275 0.3362 -1.4413
O -2.9390 0.3550 -1.6563
O -1.1659 -0.5929 -0.7543
H 0.5986 2.4524 -0.9441
H 1.1967 1.3364 -1.9666
H -1.4182 2.3780 -1.8433
H 0.0182 0.4081 -3.6698
H -0.0474 2.1449 -3.8679
H -2.3923 0.2053 -4.2287
H -1.4177 0.9485 -5.4701
H -3.3148 2.2431 -5.5241
H -2.2435 3.2364 -4.5284
H -3.5699 1.5477 -2.7326
H -5.7237 1.6460 -2.0097
H -6.7710 2.9055 -2.5470
H -4.5881 4.0520 -5.0767
H -6.2211 4.0420 -4.5405
C -0.6727 -6.1054 3.9635
C -0.3933 -4.7039 3.5323
C -0.4791 -3.6257 4.4144
C -0.2029 -2.3715 3.9183
N 0.1304 -2.1700 2.6393
C 0.1591 -3.2619 1.8746
S 0.5456 -2.9727 0.1782
N -0.0733 -4.5039 2.2497
H -0.3407 -6.2777 4.9859
H -0.1897 -6.8081 3.2899
H -1.7492 -6.2872 3.9283
H -0.7411 -3.7719 5.4526
H -0.2333 -1.4942 4.5565

Atoms 1-3, force components in eV/Å:
0.55 0.05 0.10
-0.27 -0.09 0.00
0.37 0.20 0.34

Atomic partial charges in e from the Mulliken method, atoms 1 to 5:
1 Os 2.059
2 O -0.405
3 C 0.382
4 O -0.405
5 C -0.046


Here is the molecule C24H28N2O6S from the OMol25 dataset. Energies are from ωB97M-V/def2-TZVPD.

Values from the calculation:
Structure (SMILES): COc1ccc(OC)c(CCNC(=O)CS(=O)(=O)Cc2nc(-c3ccccc3C)oc2C)c1
HOMO-LUMO gap: 8.57 eV
E_HOMO: -8.0 eV
Maximum force: 0.0268 hartree/bohr
Energy relative to the best compared isomer or geometry (same formula, charge and spin): 14.6 kcal per mole
Total energy: -1890.4939 Ha
Spin multiplicity: 1

Geometry (Å):
C -5.9415 -1.5360 0.2359
O -5.0082 -0.9876 1.1341
C -4.2524 0.0622 0.7109
C -4.4511 0.7784 -0.4588
C -3.6133 1.8370 -0.7794
C -2.5528 2.1834 0.0415
O -1.6581 3.1903 -0.2260
C -1.9342 4.0571 -1.2965
C -2.3417 1.4636 1.2270
C -1.1319 1.7301 2.0776
C 0.0852 1.0260 1.4577
N -0.2391 -0.3499 1.1585
C 0.4992 -1.4033 1.5164
O 1.5565 -1.3453 2.1110
C -0.1301 -2.7478 1.1556
S -1.0265 -2.8489 -0.4273
O -1.8982 -1.7012 -0.5697
O -1.6584 -4.1382 -0.4858
C 0.2327 -2.7603 -1.7554
C 1.0463 -1.5527 -1.5466
N 2.2615 -1.6113 -0.9215
C 2.6801 -0.3810 -0.8375
C 3.9144 0.1173 -0.2713
C 4.2345 1.4618 -0.4754
C 5.3994 1.9963 0.0336
C 6.2612 1.1887 0.7580
C 5.9444 -0.1406 0.9708
C 4.7775 -0.7040 0.4707
C 4.4489 -2.1291 0.7522
O 1.8008 0.4971 -1.3796
C 0.7586 -0.2431 -1.8236
C -0.4094 0.4244 -2.4468
C -3.1971 0.4280 1.5458
H -6.3545 -2.4106 0.7360
H -6.7513 -0.8321 0.0145
H -5.4573 -1.8457 -0.6952
H -5.2495 0.5297 -1.1392
H -3.7989 2.3733 -1.6968
H -1.1521 4.8150 -1.2720
H -2.9096 4.5409 -1.1818
H -1.9020 3.5393 -2.2617
H -0.9279 2.7994 2.1243
H -1.3002 1.3506 3.0855
H 0.9381 1.0293 2.1394
H 0.3640 1.5462 0.5362
H -1.0975 -0.5064 0.6383
H -0.8768 -3.0142 1.9030
H 0.6356 -3.5188 1.1251
H 0.8296 -3.6631 -1.6771
H -0.3310 -2.7413 -2.6843
H 3.5565 2.0811 -1.0431
H 5.6361 3.0365 -0.1330
H 7.1774 1.5964 1.1594
H 6.6182 -0.7606 1.5447
H 3.5179 -2.1706 1.3155
H 5.2412 -2.6014 1.3272
H 4.2906 -2.6752 -0.1741
H -1.3289 0.0250 -2.0216
H -0.4211 0.2593 -3.5245
H -0.3526 1.4921 -2.2550
H -3.0509 -0.1355 2.4543

Atoms 1-3, force components in eV/Å:
-0.15 -0.08 -0.13
0.23 0.12 0.17
0.05 0.17 -0.06

Atomic partial charges in e from the Mulliken method, atoms 1 to 5:
1 C -0.900
2 O -0.461
3 C 0.398
4 C -0.540
5 C -0.810


Here is a cluster of 2 separate species, C2H2S3 in total from the OMol25 dataset. Energies are from ωB97M-V/def2-TZVPD.

Values from the calculation:
HOMO-LUMO gap (alpha / beta): 6.71 / 7.58 eV
E_HOMO (alpha / beta): -7.0 / -9.8 eV
Maximum force: 0.0813 hartree/bohr
Energy relative to the best compared isomer or geometry (same formula, charge and spin): 2.6 kcal per mole
Total energy: -1271.8456 Ha
Spin multiplicity: 3

Geometry (Å):
C 1.6090 1.2898 0.1294
C -1.2148 -1.0256 -0.1547
S 1.1472 2.5902 -0.6370
S 2.0752 -0.0828 0.6758
S -1.6315 0.1349 0.8609
H -0.1154 -0.9703 -0.5925
H -1.8698 -1.9363 -0.2819

Atoms 1-3, force components in eV/Å:
-0.25 0.81 -1.28
2.10 -2.59 -2.52
0.36 -1.06 1.01

Atomic partial charges in e from the Mulliken method, atoms 1 to 5:
1 C 0.390
2 C -0.400
3 S -0.185
4 S -0.212
5 S -0.014


Here is the molecule C3H4O2S from the OMol25 dataset. Energies are from ωB97M-V/def2-TZVPD.

Values from the calculation:
Structure (SMILES): CC1=CS1(=O)=O
HOMO-LUMO gap: 10.70 eV
E_HOMO: -10.3 eV
Maximum force: 0.0868 hartree/bohr
Energy relative to the best compared isomer or geometry (same formula, charge and spin): 90.8 kcal per mole
Total energy: -665.2410 Ha
Spin multiplicity: 1

Geometry (Å):
C 0.0602 1.5174 0.2550
C -0.0240 0.0514 -0.1250
C 0.1188 -0.7758 -1.2203
S -0.0877 -1.5390 0.4078
O -1.3858 -2.0441 0.8614
O 1.1044 -2.0080 1.0360
H -0.2345 2.1352 -0.4676
H 1.1086 1.7169 0.4259
H -0.6051 1.6029 1.1018
H -0.0546 -0.6570 -2.2749

Atoms 1-3, force components in eV/Å:
0.54 -3.82 2.25
0.87 0.47 -2.12
-1.61 0.57 3.49

Atomic partial charges in e from the Mulliken method, atoms 1 to 5:
1 C -1.019
2 C 0.416
3 C -0.383
4 S 0.717
5 O -0.550


Here is a structure of composition C38H38BIrN8O from the OMol25 dataset. Energies are from ωB97M-V/def2-TZVPD.

Values from the calculation:
Charge: +2
HOMO-LUMO gap: 7.97 eV
E_HOMO: -13.8 eV
Maximum force: 0.0098 hartree/bohr
Energy relative to the best compared isomer or geometry (same formula, charge and spin): 0.0 kcal per mole
Total energy: -2113.0365 Ha
Spin multiplicity: 1

Geometry (Å):
Ir 0.1325 -0.0435 0.4482
C -2.6874 -4.3405 -1.3838
C -1.6504 -3.6138 -0.5999
C -0.6519 -4.1095 0.2347
C -0.0057 -2.9840 0.7489
N -0.5655 -1.9056 0.2105
N -1.5732 -2.2681 -0.5813
B -2.3830 -1.0437 -1.0623
N -1.4415 -0.2059 -1.9555
N -0.4086 0.5358 -1.4443
C 0.2488 1.0709 -2.5060
C -0.4006 0.6808 -3.6714
C -1.4642 -0.1145 -3.2891
C -2.4871 -0.7788 -4.1443
C 1.4408 1.9443 -2.5574
C 2.4080 1.6317 -3.5184
C 3.5284 2.4271 -3.6925
C 3.6947 3.5717 -2.9235
C 2.7146 3.9213 -2.0075
C 1.5968 3.1179 -1.8307
N -2.7456 -0.1970 0.1827
N -1.8096 0.3517 1.0231
C -2.4760 1.1236 1.9065
C -3.8388 1.0522 1.6291
C -3.9741 0.2109 0.5446
C -5.2248 -0.2140 -0.1458
C -1.8871 1.9566 2.9703
C -0.8236 1.5479 3.7667
C -0.2858 2.3948 4.7228
C -0.8146 3.6646 4.9064
C -1.9006 4.0706 4.1419
C -2.4314 3.2242 3.1804
C 0.9764 -2.6880 1.7912
C 1.9927 -3.5501 2.1750
C 2.8677 -3.1779 3.1857
C 2.7401 -1.9491 3.8272
C 1.7285 -1.0807 3.4550
C 0.8483 -1.4429 2.4371
H -2.6953 -5.3914 -1.1063
H -2.4846 -4.2748 -2.4534
H -3.6791 -3.9280 -1.2018
H -0.4796 -5.1436 0.4779
H -3.3647 -1.3594 -1.6480
H -0.1656 0.9993 -4.6724
H -2.3526 -0.4660 -5.1767
H -3.4981 -0.5199 -3.8333
H -2.3899 -1.8641 -4.1010
H 2.2840 0.7485 -4.1339
H 4.2625 2.1624 -4.4422
H 4.5593 4.2052 -3.0690
H 2.7989 4.8453 -1.4502
H 0.8031 3.4620 -1.1912
H -4.6344 1.5264 2.1771
H -6.0819 0.2016 0.3782
H -5.3235 -1.2987 -0.1590
H -5.2491 0.1401 -1.1763
H -0.4527 0.5381 3.6919
H 0.5349 2.0572 5.3434
H -0.4046 4.3216 5.6615
H -2.3374 5.0486 4.2942
H -3.2595 3.5636 2.5706
H 2.1023 -4.5073 1.6824
H 3.6554 -3.8569 3.4844
H 3.4152 -1.6853 4.6297
H 1.6080 -0.1369 3.9729
H -0.1007 -0.8709 2.3457
C 3.7272 -0.9623 -1.9018
C 3.0140 -0.3369 -0.7483
O 1.8870 -0.7782 -0.4215
N 3.6222 0.6238 -0.0637
C 3.1603 1.0458 1.2499
C 2.1409 2.1517 1.2768
C 2.5302 3.4206 1.6699
C 1.5954 4.4390 1.7664
C 0.2848 4.1571 1.4345
C -0.0311 2.8798 1.0156
N 0.8608 1.8787 0.9557
H 3.3891 -1.9903 -2.0048
H 4.8074 -0.9350 -1.7737
H 3.4692 -0.4213 -2.8101
H 4.4889 0.9916 -0.4242
H 4.0317 1.3629 1.8189
H 2.7604 0.1626 1.7400
H 3.5668 3.5977 1.9223
H 1.8910 5.4308 2.0817
H -0.4938 4.9040 1.4904
H -1.0321 2.6419 0.6916

Atoms 1-3, force components in eV/Å:
-0.39 0.23 0.21
0.01 0.00 -0.01
-0.10 0.00 0.09

Atomic partial charges in e from the Mulliken method, atoms 1 to 5:
1 Ir 1.848
2 C -1.437
3 C 0.987
4 C -1.540
5 C 0.484